ORCA calculation (ωB97M-V with the def2-TZVPD basis set) on a 8-piece molecular cluster, C32H40F24O16 overall at a distorted geometry.

Calculated values
2S+1 = 1
E = -131815.12100 eV
HOMO level = -11.124 eV
ΔE to the lowest compared entry with this formula, charge and spin = 28.5 kJ/mol
largest force on an atom = 0.04593 hartree/bohr
orbital gap = 0.41174 hartree
charge = 0

Geometry (Å):
C -2.44691 2.04909 -3.56609
C -1.96318 2.77507 -2.33308
O -2.42593 4.12488 -2.39150
C -2.06641 4.96880 -1.44425
O -1.22223 4.82682 -0.60657
C -2.77143 6.33282 -1.63674
F -3.89612 6.24483 -2.33436
F -3.03686 6.87029 -0.43451
F -1.92399 7.16951 -2.27160
H -2.55471 2.71683 -4.42197
H -3.43810 1.60353 -3.45105
H -1.79872 1.22747 -3.86627
H -0.86845 2.78925 -2.31006
H -2.27129 2.27982 -1.41252
C -1.00873 3.72221 2.88252
C -1.71165 2.70741 2.01532
O -2.94189 2.27431 2.60596
C -4.09022 2.63885 2.07585
O -4.23855 3.45678 1.20913
C -5.28003 1.87663 2.67624
F -4.95121 1.16344 3.75375
F -6.23808 2.72773 3.03501
F -5.77521 1.04529 1.75823
H -0.08711 4.06608 2.41738
H -0.78749 3.30455 3.86746
H -1.63401 4.59407 3.08542
H -1.05606 1.85430 1.85338
H -1.97941 3.12652 1.04504
C -3.78147 -2.58180 2.98179
C -4.06653 -4.06606 2.87215
O -4.28731 -4.38306 1.50026
C -4.86506 -5.52781 1.19696
O -5.22663 -6.38129 1.95530
C -4.92490 -5.72710 -0.33241
F -3.74653 -6.15240 -0.78339
F -5.85865 -6.59774 -0.66332
F -5.20083 -4.55662 -0.93426
H -3.65208 -2.29263 4.02362
H -4.63391 -2.02499 2.58777
H -2.88162 -2.31865 2.42867
H -4.93791 -4.37454 3.45335
H -3.22429 -4.62255 3.29414
C -6.46504 -1.82717 0.29121
C -7.70308 -2.26722 -0.47501
O -8.11528 -3.55946 0.00692
C -8.98038 -3.61007 0.99772
O -9.41289 -2.68087 1.61920
C -9.41589 -5.05823 1.30783
F -10.66341 -5.28090 0.92170
F -8.61895 -5.95505 0.73658
F -9.35419 -5.24271 2.63211
H -6.26060 -0.77133 0.12419
H -5.59202 -2.41952 0.03307
H -6.60983 -1.98600 1.36169
H -7.48680 -2.41131 -1.52960
H -8.50605 -1.54259 -0.35457
C 9.41255 2.17057 -1.79768
C 8.41993 2.83398 -0.88080
O 7.15064 2.83712 -1.51913
C 6.24911 3.70893 -1.09047
O 6.40459 4.55464 -0.26022
C 4.92260 3.58345 -1.87358
F 3.97142 4.27791 -1.26127
F 5.07699 4.07626 -3.10953
F 4.53407 2.30295 -1.97389
H 9.46368 2.67270 -2.76331
H 9.16369 1.11659 -1.95004
H 10.41749 2.11742 -1.37649
H 8.74553 3.82737 -0.56421
H 8.38235 2.30428 0.07849
C 7.76166 -0.84018 -4.09745
C 6.73838 0.23612 -4.41076
O 5.43582 -0.33692 -4.53766
C 4.45011 0.50770 -4.80265
O 4.54234 1.70138 -4.83134
C 3.07052 -0.17877 -4.83577
F 3.14923 -1.49656 -5.00411
F 2.48156 0.05231 -3.65153
F 2.32035 0.34942 -5.79174
H 7.78040 -1.59333 -4.88540
H 7.68187 -1.30513 -3.11947
H 8.71711 -0.31681 -4.20048
H 7.01807 0.66677 -5.37628
H 6.78050 1.05515 -3.69312
C 6.71539 -2.33299 5.00167
C 5.46238 -3.16418 4.88660
O 4.62214 -2.73589 3.80663
C 3.90851 -1.63221 4.01561
O 3.85058 -1.01733 5.03617
C 3.08257 -1.26274 2.76041
F 3.06549 -2.22382 1.84942
F 1.83226 -0.99639 3.12491
F 3.59113 -0.15512 2.20356
H 7.46089 -2.73407 5.68045
H 6.50280 -1.28370 5.21181
H 7.17588 -2.28095 4.00567
H 4.87196 -3.13636 5.80470
H 5.70951 -4.20068 4.66946
C 1.29343 1.50276 0.09515
C 1.43971 0.23472 -0.72493
O 0.22371 -0.28056 -1.22685
C -0.65596 -0.78894 -0.40221
O -0.56338 -0.88676 0.78988
C -1.89810 -1.25353 -1.17912
F -2.54576 -0.15479 -1.61440
F -1.57834 -1.99958 -2.23837
F -2.71279 -1.95202 -0.40596
H 0.99123 1.33366 1.13053
H 0.53506 2.19585 -0.28614
H 2.21323 2.08627 0.12457
H 1.91244 -0.54221 -0.11690
H 2.18759 0.45873 -1.47621

Forces on the atoms, in the same order (eV/Å):
-0.76 -0.24 -0.53
1.11 -0.57 -0.18
-0.77 0.20 0.23
0.49 0.21 -0.33
-0.25 -0.33 0.09
0.28 0.30 0.52
0.01 0.11 0.01
-0.05 -0.19 -0.44
-0.29 -0.24 0.01
0.33 0.16 0.10
0.02 0.13 0.29
0.23 0.11 0.20
-0.06 0.12 -0.04
-0.28 0.28 0.06
-0.37 0.22 0.62
0.22 0.84 -0.85
-0.16 -1.07 0.81
0.71 0.78 -0.56
-0.30 -0.27 0.05
-0.06 0.06 0.49
0.07 -0.10 -0.04
-0.09 0.13 -0.10
-0.06 -0.15 -0.17
0.01 -0.09 -0.08
0.18 -0.15 -0.13
-0.04 0.02 -0.29
-0.40 -0.36 0.20
0.30 0.10 0.02
-0.40 -0.10 -0.23
0.07 0.16 1.21
0.19 0.23 -0.67
0.23 -0.72 0.42
-0.07 0.21 -0.05
-0.28 0.77 0.20
0.23 -0.15 -0.08
-0.07 -0.20 -0.05
0.02 -0.13 -0.22
0.04 -0.10 0.04
0.16 0.12 -0.02
-0.01 0.06 -0.04
-0.08 0.14 -0.11
0.00 -0.25 -0.45
-0.03 -0.16 0.17
0.54 0.40 0.38
-0.14 -0.57 -0.45
-0.12 0.60 0.12
-0.06 -0.18 -0.06
0.57 0.02 0.52
-0.36 0.04 -0.26
0.03 -0.16 -0.18
-0.05 -0.01 0.05
0.03 -0.02 -0.05
0.04 0.04 -0.24
-0.23 0.23 0.00
-0.07 -0.06 -0.03
-0.13 -0.15 0.04
0.16 -0.58 -0.24
1.25 0.04 1.08
-0.53 -0.17 -0.21
0.11 0.51 0.13
0.02 -0.24 0.04
0.12 0.05 -0.23
-0.02 -0.17 -0.03
0.01 -0.10 0.19
-0.05 0.07 0.09
0.01 -0.01 0.00
-0.29 0.12 -0.18
-0.07 0.44 0.18
-0.30 0.23 -0.56
-0.44 -0.23 -0.22
0.15 0.45 -0.60
0.95 0.03 -0.37
-0.48 -0.35 -0.07
0.35 0.53 0.89
-0.10 -0.18 -0.51
0.41 -0.07 0.01
-0.10 0.01 -0.11
-0.14 -0.03 -0.06
-0.16 -0.06 -0.09
-0.22 -0.15 0.15
-0.12 0.05 0.05
0.11 -0.19 0.36
-0.22 0.07 0.00
-0.43 -0.12 0.19
0.18 0.73 -1.26
0.06 -0.29 0.90
-0.05 0.34 -0.52
0.16 -0.75 0.21
-0.09 0.33 -0.10
-0.04 0.25 0.44
0.01 -0.15 -0.24
-0.14 0.00 0.00
0.13 0.07 -0.14
-0.18 -0.08 0.23
-0.11 -0.17 0.50
0.10 -0.29 0.13
0.05 0.01 -0.03
-0.11 0.02 -0.14
-0.69 0.64 0.64
1.50 0.41 1.77
-0.19 0.25 -1.49
0.27 -0.22 0.88
-0.09 0.01 -0.19
0.02 0.07 -0.16
-0.16 -0.20 0.00
0.00 0.08 0.00
-0.08 0.03 0.08
0.14 -0.30 -0.05
0.05 -0.19 -0.39
0.17 -0.24 -0.11
-0.19 -0.01 0.11
-0.77 -0.34 -0.88

Atomic partial charges in e from the Löwdin method, atoms 1 to 5:
1 C -0.059
2 C -0.201
3 O 0.046
4 C -0.392
5 O 0.160